Record 1
The following is a quantum chemistry calculation of a cluster of 2 separate species, C6H17Cl2NSi2 in total, from the OMol25 dataset.

Geometry as XYZ:
```
28
Properties=species:S:1:pos:R:3
C 0.05 2.23 0.92
C -2.35 1.35 1.41
C -1.76 -2.18 -1.02
C 0.43 -1.01 -1.57
C -1.11 1.32 0.41
C -0.98 -0.86 -0.94
N -0.73 -0.10 0.30
Si 3.91 -0.04 0.00
Si -0.12 -0.82 1.74
Cl 0.32 -2.82 1.25
Cl 3.34 1.95 -0.44
H -0.03 2.22 1.98
H 1.08 1.90 0.59
H 0.07 3.26 0.75
H -1.98 1.45 2.38
H -2.77 0.30 1.27
H -2.99 2.13 1.17
H -1.22 -3.10 -0.70
H -2.73 -2.15 -0.59
H -2.09 -2.45 -2.02
H 0.38 -1.76 -2.31
H 1.20 -1.37 -0.76
H 0.71 0.01 -1.96
H -1.43 1.54 -0.55
H -1.66 -0.20 -1.55
H 5.23 0.02 0.44
H 4.20 -0.60 -1.29
H 3.04 -0.21 1.09
```

## Properties
- E (eV) = -48787.8860
- frontier orbital gap (eV) = 8.838



Record 2
The following is a quantum chemistry calculation of a structure of composition C6H19AlN4O7P, from the OMol25 dataset.

Geometry as XYZ:
```
38
Properties=species:S:1:pos:R:3
O -3.13 1.46 -1.36
C -2.46 0.30 -1.60
O -1.58 -0.17 -0.52
C -2.76 -0.45 -3.03
C -1.77 -0.02 -4.26
C -0.27 -0.73 -4.20
Al 0.95 -0.02 -2.72
P 0.62 2.21 -2.16
O -0.75 2.84 -2.64
O 0.61 2.31 -0.39
O 1.89 3.30 -2.77
H -1.68 -1.18 -0.46
H -2.76 -1.60 -2.83
H -3.86 -0.14 -3.35
H -1.62 1.13 -4.41
H -2.27 -0.42 -5.26
H 0.22 -0.56 -5.28
H -0.45 -1.90 -4.13
H 0.76 -0.96 -1.42
H 2.49 -0.18 -3.12
H -0.15 2.93 -0.11
H 1.84 4.07 -2.10
C 0.85 -2.16 1.39
O 1.66 -1.83 0.53
N 0.73 -3.42 1.82
N 0.02 -1.28 1.97
H 0.07 -3.71 2.53
H 1.34 -4.12 1.41
H 0.08 -0.32 1.67
H -0.65 -1.53 2.68
C 1.74 0.87 5.97
O 2.29 1.10 7.03
N 0.92 1.75 5.37
N 1.90 -0.29 5.30
H 0.45 1.57 4.49
H 0.76 2.63 5.84
H 2.52 -0.98 5.72
H 1.46 -0.50 4.42
```

## Properties
- total charge = -1
- E (eV) = -42711.1894
- frontier orbital gap (eV) = 7.250



Record 3
The following is a quantum chemistry calculation of a structure of composition C25H28Cl5CoO2, from the OMol25 dataset.

Geometry as XYZ:
```
61
Properties=species:S:1:pos:R:3
O -0.49 -0.87 -0.93
C -1.27 -1.88 -0.12
C -2.33 -2.11 -1.16
H -1.63 -1.42 0.81
H -0.68 -2.78 0.06
C -1.45 -1.22 -2.04
H -3.30 -1.68 -0.89
H -2.38 -3.16 -1.46
C -2.18 0.02 -2.51
H -2.88 0.35 -1.73
H -2.75 -0.21 -3.42
H -1.50 0.84 -2.74
C -0.80 -2.07 -3.11
H -0.37 -2.97 -2.67
H 0.00 -1.54 -3.65
H -1.56 -2.36 -3.84
Co 1.04 0.03 -0.50
C 3.86 -1.75 0.16
C 2.91 -1.51 1.19
C 1.61 -1.86 0.70
H 3.13 -1.20 2.21
C 1.80 -2.38 -0.65
C 3.17 -2.26 -0.98
H 3.63 -2.56 -1.91
H 4.93 -1.63 0.24
H 0.73 -1.99 1.33
H 1.06 -2.94 -1.22
C 3.12 1.06 -2.17
C 2.40 0.23 -3.07
C 1.04 0.60 -3.03
H 2.83 -0.52 -3.73
C 0.88 1.62 -2.03
C 2.20 1.93 -1.53
H 2.43 2.81 -0.94
H 4.20 1.07 -2.04
H 0.28 0.31 -3.75
H -0.02 2.20 -1.84
O -3.91 0.52 0.52
C -2.76 1.29 0.92
C -2.36 0.82 2.32
H -3.01 2.36 0.93
H -1.95 1.14 0.19
C -3.70 0.40 2.95
H -1.83 1.59 2.88
H -1.69 -0.05 2.23
C -4.64 0.21 1.74
H -4.07 1.22 3.57
H -3.64 -0.50 3.57
H -5.51 0.89 1.83
H -5.02 -0.82 1.69
Cl 4.42 1.22 0.60
C 2.98 1.35 1.54
C 1.70 1.33 0.99
C 0.83 2.24 1.58
Cl -0.35 3.08 0.63
C 0.97 2.62 2.94
Cl -0.25 3.53 3.72
C 2.12 2.22 3.64
Cl 2.29 2.53 5.31
C 3.15 1.58 2.93
Cl 4.57 1.05 3.74
```

## Properties
- multiplicity = 4
- expectation value of S² = 3.7698
- total charge = -1
- E (eV) = -130709.1622
- frontier orbital gap (alpha / beta) (eV) = 5.863 / 6.149



Record 4
The following is a quantum chemistry calculation of the molecule C3H9NO2S, from the OMol25 dataset.

Geometry as XYZ:
```
16
Properties=species:S:1:pos:R:3
C -2.01 -0.81 -0.41
N -1.16 0.32 -0.82
C 0.30 0.04 -0.95
C 1.11 1.12 0.08
S 1.60 0.06 1.49
O 2.80 -0.75 1.37
O 1.45 0.81 2.70
H -1.54 -1.64 0.03
H -2.73 -0.40 0.19
H -2.50 -1.45 -1.28
H -1.40 0.95 -1.64
H 0.75 -0.04 -1.93
H 0.56 -0.91 -0.50
H 0.34 1.80 0.53
H 1.95 1.74 -0.37
H 0.49 -0.84 1.51
```

## Properties
- SMILES = CNCC[SH](=O)=O
- E (eV) = -19674.4632
- frontier orbital gap (eV) = 10.086



Record 5
The following is a quantum chemistry calculation of a structure of composition C5H9O3Rh, from the OMol25 dataset.

Geometry as XYZ:
```
18
Properties=species:S:1:pos:R:3
O 1.42 1.20 -1.11
C 0.99 0.41 -0.07
C 2.02 -0.68 0.29
O 1.12 -1.79 0.38
C 0.23 -1.42 -0.63
C -1.17 -1.36 -0.32
O -0.89 0.31 0.50
C -1.93 1.18 0.83
Rh 1.36 2.75 -1.80
H 1.01 1.06 0.83
H 2.52 -0.49 1.25
H 2.76 -0.87 -0.50
H 0.53 -1.46 -1.69
H -1.52 -2.01 0.49
H -1.77 -1.11 -1.20
H -1.76 2.20 0.46
H -2.89 0.88 0.37
H -2.04 1.20 1.93
```

## Properties
- multiplicity = 5
- expectation value of S² = 6.0135
- total charge = +2
- E (eV) = -14452.0527
- frontier orbital gap (alpha / beta) (eV) = 8.227 / 6.825



Record 6
The following is a quantum chemistry calculation of a structure of composition C17H17Co2N2O6, from the OMol25 dataset.

Geometry as XYZ:
```
44
Properties=species:S:1:pos:R:3
C -2.07 0.30 -0.94
C -1.75 1.78 -1.00
C -2.30 2.37 -2.29
C -2.40 2.48 0.19
N -0.29 2.07 -0.93
C 0.78 1.25 -0.90
N 1.86 2.04 -1.03
C 3.26 1.61 -1.06
C 1.48 3.37 -1.11
C 0.14 3.39 -1.04
H -1.67 -0.15 -0.03
H -3.16 0.19 -0.88
H -1.76 -0.25 -1.83
H -2.25 3.46 -2.28
H -1.75 1.98 -3.16
H -3.35 2.09 -2.40
H -2.22 3.56 0.15
H -3.48 2.32 0.15
H -2.02 2.07 1.13
H 3.39 0.69 -1.64
H 3.82 2.41 -1.55
H 3.65 1.47 -0.04
H 2.18 4.16 -1.27
H -0.54 4.22 -1.00
O 3.47 -4.07 -0.20
C 2.48 -3.85 0.37
Co 1.02 -3.57 1.30
C -0.26 -4.03 0.15
O -1.08 -4.36 -0.59
C 1.46 -5.11 2.02
O 1.79 -6.14 2.44
C 1.55 -1.61 1.18
C 0.77 -0.80 0.43
C 0.85 -0.19 -0.90
Co -0.11 -1.47 1.87
C -1.89 -1.61 1.75
O -3.03 -1.78 1.84
C -0.02 -0.66 3.45
O -0.05 -0.34 4.56
C -0.19 -3.19 2.77
O -0.68 -3.69 3.71
H 2.57 -1.38 1.54
H 0.02 -0.55 -1.52
H 1.78 -0.49 -1.43
```

## Properties
- total charge = -1
- E (eV) = -108419.2289
- frontier orbital gap (eV) = 3.118



Record 7
The following is a quantum chemistry calculation of the ion C6H11BrN6 with charge +2, from the OMol25 dataset.

Geometry as XYZ:
```
24
Properties=species:S:1:pos:R:3
C -1.23 1.58 -0.88
C -0.02 1.37 0.10
C -1.19 -2.43 0.00
C -2.23 0.73 -0.18
C 1.23 0.55 -0.40
C 4.34 -0.35 0.89
N -2.11 -1.64 -0.63
N -2.23 -0.48 -0.42
N 2.33 0.83 0.42
N 3.19 0.06 0.59
N -0.41 -1.73 0.96
N 0.78 -0.81 -0.69
Br 5.71 0.00 -0.31
H -1.69 2.53 -0.98
H -1.15 1.20 -1.91
H 0.33 2.37 0.48
H -0.33 0.82 0.97
H -1.64 -3.38 0.55
H -0.58 -2.94 -0.75
H -2.92 1.31 0.31
H 1.50 1.11 -1.30
H 4.66 -0.78 1.92
H 0.40 -2.11 1.40
H 1.47 -1.45 -0.65
```

## Properties
- total charge = +2
- E (eV) = -85356.3562
- frontier orbital gap (alpha / beta) (eV) = 8.205 / 8.205



Record 8
The following is a quantum chemistry calculation of a structure of composition C21H19BF4IIrN6O4S, from the OMol25 dataset.

Geometry as XYZ:
```
58
Properties=species:S:1:pos:R:3
Ir 0.10 0.02 0.30
C 1.11 2.84 -0.17
N 1.16 1.58 -0.96
C 0.94 1.96 -2.38
C 0.90 0.77 -3.27
N 0.83 -0.45 -2.75
C 0.58 -1.25 -3.77
C 0.23 -2.70 -3.67
C -0.13 -3.27 -5.00
C -0.01 -2.57 -6.15
C 0.32 -1.17 -6.17
C 0.60 -0.54 -4.99
N 0.81 0.78 -4.61
C 1.07 2.50 1.27
N 0.99 1.25 1.68
C 0.96 1.29 3.08
C 0.89 0.28 4.03
C 0.89 0.65 5.36
C 0.95 2.00 5.74
C 1.04 3.01 4.81
C 1.03 2.63 3.47
N 1.12 3.37 2.30
H 0.20 3.39 -0.43
H 1.97 3.47 -0.40
H 2.11 1.22 -0.88
H 1.70 2.67 -2.72
H -0.04 2.44 -2.43
H 1.17 -3.21 -3.37
H -0.48 -4.29 -5.00
H -0.24 -3.05 -7.09
H 0.30 -0.64 -7.11
H 0.80 1.60 -5.20
H 0.85 -0.76 3.74
H 0.83 -0.11 6.12
H 0.95 2.25 6.79
H 1.09 4.05 5.10
H 1.07 4.37 2.21
F -1.67 1.61 0.72
B -2.30 2.55 -0.21
F -1.85 3.82 0.16
F -1.78 2.23 -1.49
F -3.65 2.41 -0.14
I 0.55 -4.93 3.48
C -0.55 -3.26 2.95
C -1.82 -3.03 3.46
C -2.51 -1.90 3.05
C -1.91 -1.03 2.16
N -0.69 -1.26 1.67
C -0.02 -2.36 2.05
H -2.27 -3.73 4.15
H -3.50 -1.69 3.42
H -2.41 -0.14 1.80
H 0.96 -2.51 1.61
O -1.08 -1.22 -1.01
S -0.62 -2.63 -1.15
O -0.80 -2.96 -2.76
O 0.80 -2.76 -0.90
O -1.51 -3.57 -0.56
```

## Properties
- multiplicity = 2
- expectation value of S² = 0.7517
- total charge = +1
- E (eV) = -72537.3513
- frontier orbital gap (alpha / beta) (eV) = 5.678 / 5.481



no.,largest force on an atom (Eh/bohr)
1,0.074
2,0.170
3,0.118
4,0.085
5,0.115
6,0.115
7,0.107
8,0.009